(1)
The following is a DFT calculation (ωB97M-V/def2-TZVPD) of 6 unconnected molecules or ions with the total composition C19H49NO6 at a distorted geometry.

XYZ file:
```
75
Properties=species:S:1:pos:R:3:forces:R:3:mulliken_charge:R:1
O -0.399 -5.304 -1.103 -0.184 0.269 -0.134 -0.56
O -2.676 1.805 1.609 -0.850 -0.318 1.797 -0.54
O 4.087 -0.806 2.135 0.078 0.135 -0.367 -0.41
O -1.694 -0.350 -0.331 0.534 -0.916 0.731 -0.57
O 2.832 -2.816 -2.157 -0.121 0.162 0.834 -0.39
O 0.116 -2.635 -0.653 1.411 -1.271 -0.717 -0.40
N -2.031 2.703 0.850 3.169 0.996 -3.398 1.33
C -2.827 -5.175 -0.738 -0.369 -1.185 0.511 -0.97
C -0.629 4.073 2.599 -0.824 -0.648 -0.064 -1.61
C -0.668 3.113 1.371 0.362 2.481 -2.315 1.27
C -2.887 3.690 0.125 0.556 -1.290 0.606 1.02
C 5.992 -0.918 3.582 0.245 0.373 -1.257 -0.88
C -3.402 4.726 1.120 0.287 2.069 -0.569 -1.49
C -1.654 0.069 -1.664 0.220 0.777 -0.070 0.66
C 0.133 3.750 0.126 -1.607 0.686 0.796 -1.28
C 0.350 -1.952 1.582 0.399 0.412 0.004 -1.35
C 0.209 1.983 1.631 0.381 -3.806 0.877 -2.11
C 4.377 -4.426 -3.187 0.093 1.267 0.060 -0.92
C 5.522 -0.649 2.163 -1.496 -0.062 0.254 -0.38
C -2.003 4.268 -1.023 -1.667 0.203 0.767 -1.13
C -1.701 -5.397 -1.698 1.506 -0.231 0.100 -0.23
C 3.567 -3.031 -3.355 0.027 -1.554 1.427 -0.30
C 1.093 -2.605 0.404 -0.922 1.159 1.311 -0.05
C -0.706 4.810 -0.587 1.848 0.017 0.930 -0.64
C -4.095 2.977 -0.521 0.404 -0.085 0.626 -1.76
C -2.952 -0.248 -2.316 -0.862 0.446 -0.837 -1.48
H -4.321 5.177 0.746 -0.150 -0.013 0.142 0.39
H 2.001 -2.047 0.178 -0.212 0.307 -0.541 0.30
H -3.087 0.343 -3.222 0.140 -0.136 -0.330 0.41
H -1.848 3.499 -1.780 -0.296 -0.007 -0.071 0.33
H -0.417 -1.838 -0.680 0.040 0.327 0.573 0.12
H 5.575 -0.088 4.154 0.308 -0.360 0.523 0.23
H 0.682 -2.281 2.567 0.034 -0.036 -0.023 0.48
H 7.081 -0.924 3.532 0.082 0.082 0.638 0.31
H -4.642 2.500 0.292 -0.222 -0.160 -0.243 0.47
H -1.833 -4.714 -2.538 0.320 0.018 -0.321 0.23
H 4.973 -4.240 -2.293 0.015 -0.010 0.132 0.25
H -3.692 -5.689 -1.156 -0.417 0.400 -0.064 0.38
H -2.618 -5.738 0.172 0.096 0.160 0.218 0.28
H 0.480 -0.872 1.514 0.044 0.032 0.185 0.17
H -2.680 5.542 1.143 0.059 0.317 -0.234 0.37
H 5.625 0.403 1.897 0.458 -0.087 -0.056 0.25
H -2.786 2.337 2.400 -0.869 -0.673 1.168 0.35
H -1.580 -6.419 -2.056 -1.173 -0.072 -0.302 0.32
H 1.489 -3.571 0.717 -0.755 -0.584 -0.690 0.42
H -3.774 0.077 -1.678 -0.031 -0.272 0.185 0.30
H 2.835 -2.894 -4.150 0.633 -0.411 -0.657 0.29
H 0.114 1.285 0.799 0.263 0.015 -0.230 0.12
H -3.506 4.594 2.197 -0.244 -1.225 -0.115 0.23
H 1.271 2.136 1.823 -0.048 0.861 -0.434 0.56
H -0.207 -4.374 -0.963 0.026 0.540 0.207 0.40
H 4.240 -2.179 -3.254 0.416 -0.290 -0.943 0.19
H 5.622 -1.891 3.902 0.075 0.097 0.226 0.33
H 5.108 -4.737 -3.933 -0.126 0.608 -0.525 0.36
H -1.369 3.667 3.288 0.055 -0.080 0.504 0.36
H -0.922 5.118 2.499 0.210 -0.035 -0.557 0.30
H -0.838 5.646 0.100 0.023 0.336 -0.237 0.30
H 0.343 4.001 3.087 -0.051 0.088 -0.065 0.44
H -2.094 0.368 0.166 -0.020 0.054 0.459 0.19
H -3.056 -4.143 -0.471 0.135 -0.002 -0.246 0.20
H -1.451 1.138 -1.607 -0.069 0.280 -0.585 -0.45
H -4.756 3.690 -1.015 0.116 0.155 0.082 0.50
H -0.088 5.095 -1.439 -0.284 0.598 -0.134 0.39
H 5.984 -1.275 1.400 0.146 -0.052 0.018 0.29
H 3.863 -1.720 2.327 0.063 -0.119 0.009 0.24
H -3.064 -1.304 -2.563 -0.002 0.015 0.132 0.34
H -0.816 -0.382 -2.195 0.117 -0.209 0.135 0.52
H -0.722 -2.111 1.467 0.073 -0.325 0.221 0.35
H 0.416 3.048 -0.658 -0.076 -0.653 0.473 0.41
H -2.604 5.101 -1.388 -0.077 -0.089 -0.671 0.33
H 2.047 -3.362 -2.076 -0.112 -0.183 -0.287 0.23
H -0.024 1.328 2.471 -0.657 0.185 0.462 0.48
H 1.047 4.164 0.552 0.042 0.124 -0.108 0.52
H -3.804 2.235 -1.264 0.135 -0.037 0.136 0.10
H 3.844 -5.353 -2.975 -0.852 0.439 -0.068 0.30
```
Positions in Å, forces in eV/Å.

Total charge   0
HOMO level   -8.61 eV
DFT total energy   -1259.34139 a.u.
Molar mass   387.6 g mol⁻¹
Gap between HOMO and LUMO   9.17 eV
Energy above the lowest of the compared OMol25 structures with the same formula, charge and spin   39.1 kJ/mol
LUMO   0.021 Ha

(2)
The following is a DFT calculation (ωB97M-V/def2-TZVPD) of 7 unconnected molecules or ions with the total composition C19H50BBr2N14O10P.

XYZ file:
```
97
Properties=species:S:1:pos:R:3:forces:R:3:mulliken_charge:R:1
Br -4.333 -3.491 1.390 0.015 0.032 0.039 -0.07
Br -2.859 -4.541 4.252 0.019 0.033 -0.036 -0.14
P -1.001 1.789 -0.518 -0.683 -0.235 -0.644 0.15
O 0.335 -0.056 2.763 -0.162 0.042 0.028 0.35
O -2.211 4.987 -0.221 0.049 0.053 0.034 -0.67
O -1.075 -1.837 0.815 -0.333 -0.018 -0.235 -0.49
O -2.543 2.246 2.872 0.391 -0.218 0.335 -0.75
O 3.802 2.181 4.119 0.011 0.030 0.011 -0.59
O 0.333 -0.932 -0.655 0.087 0.082 0.239 -0.80
O -2.901 -4.497 -8.471 0.007 0.003 0.007 -0.67
O 3.539 -2.563 -4.447 -0.021 0.028 -0.014 -0.64
O 6.433 4.142 0.885 0.051 0.122 -0.078 -0.63
O -0.318 -3.324 -4.011 -0.046 -0.009 -0.167 -0.77
N -2.428 6.242 -2.097 -0.024 0.036 0.095 -0.40
N 5.865 1.573 4.837 -0.032 0.073 -0.033 -0.41
N 5.896 3.697 -1.274 -0.012 -0.025 0.072 -0.40
N -4.165 6.075 -0.579 0.063 0.027 -0.024 -0.40
N 5.550 3.558 3.695 -0.090 -0.046 0.314 -0.33
N 5.238 2.273 0.429 0.041 0.058 -0.053 -0.26
N -2.750 -4.632 -6.206 0.034 -0.061 0.161 -0.31
N 3.811 -1.202 -6.238 -0.074 0.030 0.060 -0.40
N -1.708 1.370 -1.854 0.275 0.273 0.221 -0.74
N -5.181 -0.352 2.255 -0.205 0.255 0.172 -0.33
N 1.031 -5.122 -3.748 -0.174 -0.058 0.125 -0.40
N 1.714 -1.527 -5.313 0.110 0.030 0.047 -0.23
N -1.199 -3.440 -7.398 0.153 0.085 0.085 -0.30
N 0.814 -3.553 -2.065 -0.190 -0.098 -0.083 -0.30
C 0.467 -3.966 -3.304 0.095 -0.027 -0.003 0.65
C -0.973 0.498 0.815 0.225 0.126 -0.071 3.43
C -2.384 -1.431 1.283 -0.255 0.150 -0.220 -0.57
C 0.196 0.893 1.743 -0.011 0.304 0.047 -3.17
C 5.892 3.417 0.065 -0.072 -0.105 0.058 0.61
C -0.628 -3.017 3.476 0.145 -0.246 -0.068 -0.92
C -0.499 -0.799 0.206 0.211 -0.238 -0.135 -0.78
C -4.888 0.834 1.433 -0.106 -0.054 -0.115 -1.38
C -2.361 0.142 1.491 0.371 -0.096 0.182 0.27
C 3.045 -1.813 -5.274 0.029 -0.033 -0.025 0.62
C -2.454 0.196 4.353 -0.249 0.328 0.145 -0.87
C -3.557 0.728 0.677 -0.101 0.173 -0.091 -1.37
C 1.306 0.295 3.755 0.156 0.091 0.181 -0.71
C 2.530 -0.608 3.672 -0.245 -0.128 -0.114 -1.13
C -2.910 -2.462 2.310 0.141 -0.223 0.008 -1.02
C -1.919 -3.512 2.850 -0.131 0.029 0.034 0.02
C -2.891 5.722 -0.922 -0.056 -0.059 -0.041 0.69
C 4.996 2.434 4.218 0.044 -0.043 -0.076 0.63
C -2.327 -4.211 -7.434 0.014 0.018 0.036 0.51
B -2.429 0.856 2.931 -0.081 -0.179 -0.099 1.29
H -0.808 -2.243 4.216 0.008 0.091 -0.006 0.27
H 5.483 0.732 5.225 -0.020 -0.004 0.018 0.20
H -5.371 -0.073 3.210 0.011 -0.009 -0.028 0.20
H -1.502 5.984 -2.380 0.008 -0.033 -0.011 0.21
H 1.468 -4.055 -1.495 0.065 0.022 -0.025 0.15
H 1.108 0.967 1.135 -0.045 -0.103 0.075 0.69
H -2.542 0.971 5.120 -0.004 -0.096 -0.061 0.30
H 2.993 -0.712 4.655 0.045 0.098 -0.114 0.31
H -3.338 1.745 0.346 0.000 -0.064 0.037 0.19
H 1.709 -5.635 -3.219 0.069 0.040 -0.023 0.15
H 4.790 1.660 -0.225 -0.007 -0.007 -0.012 0.16
H 2.211 -1.599 3.337 0.078 0.056 0.080 0.30
H 0.048 -2.657 2.705 -0.065 0.190 0.055 -0.05
H 6.847 1.753 4.923 0.007 0.016 0.014 0.16
H -0.841 -3.102 -8.270 -0.016 -0.022 -0.036 0.16
H -0.730 -3.207 -6.538 -0.015 -0.031 0.031 0.26
H -0.142 -3.855 3.983 -0.074 0.086 -0.054 0.62
H -2.974 6.837 -2.688 -0.016 -0.012 -0.015 0.16
H 3.433 -0.587 -6.933 -0.008 -0.006 -0.018 0.15
H -6.024 -0.817 1.941 0.153 -0.129 -0.097 0.25
H -3.026 -1.551 0.410 0.098 -0.086 0.104 1.07
H 4.950 4.184 3.191 0.046 -0.009 -0.113 0.19
H 4.792 -1.402 -6.240 0.014 -0.029 0.002 0.22
H -3.253 -0.529 4.514 0.100 -0.064 -0.025 0.31
H 0.040 1.894 2.180 -0.042 -0.028 -0.102 0.62
H -1.500 -0.310 4.500 -0.003 -0.145 0.019 0.03
H -3.573 -5.202 -6.166 -0.025 0.002 -0.035 0.18
H -3.442 -1.978 3.117 0.070 0.065 -0.053 0.47
H -3.692 0.145 -0.239 0.040 0.057 0.089 0.79
H 1.113 -1.958 -4.626 -0.133 -0.025 -0.106 0.07
H 0.822 0.202 4.734 -0.030 -0.084 -0.131 0.42
H 5.459 3.111 -1.959 -0.002 -0.020 -0.004 0.16
H -2.268 -4.388 -5.357 0.009 0.059 -0.004 0.20
H 6.369 4.529 -1.567 0.019 0.011 0.006 0.23
H 3.264 -0.210 2.971 -0.014 -0.080 0.056 0.15
H 0.418 -2.695 -1.710 0.108 0.061 0.046 0.33
H -4.743 6.669 -1.141 -0.008 -0.004 -0.014 0.16
H -4.896 1.732 2.058 0.138 -0.098 -0.025 0.38
H 0.808 -5.420 -4.678 0.029 0.027 -0.044 0.25
H 0.334 2.221 -0.591 0.127 -0.053 0.154 0.07
H -1.057 1.307 -2.626 -0.109 -0.197 -0.052 0.27
H 1.598 1.341 3.635 0.011 -0.059 0.077 0.59
H -1.715 -4.247 2.071 0.016 0.093 0.092 0.56
H 1.311 -0.908 -5.990 0.004 0.025 0.000 0.18
H -1.630 2.851 0.133 0.145 0.058 0.219 0.14
H 5.202 2.057 1.409 -0.028 0.014 0.019 0.12
H 6.533 3.751 3.709 0.026 -0.030 -0.158 0.15
H -4.529 5.703 0.277 0.001 -0.016 0.015 0.22
H -1.740 2.742 2.690 -0.207 0.171 -0.255 0.25
H -5.668 0.990 0.680 0.038 -0.015 0.102 0.52
```
Positions in Å, forces in eV/Å.

Total charge   0
HOMO level   -8.60 eV
DFT total energy   -7787.45620 a.u.
Molar mass   836.3 g mol⁻¹
Gap between HOMO and LUMO   8.77 eV
LUMO   0.006 Ha

(3)
The following is a DFT calculation (ωB97M-V/def2-TZVPD) of 8 unconnected molecules or ions with the total composition C19H50Cl5N2O11 at a distorted geometry.

XYZ file:
```
87
Properties=species:S:1:pos:R:3:forces:R:3:mulliken_charge:R:1
Cl -2.062 0.181 6.477 0.080 -0.370 0.565 -0.23
Cl 2.374 -2.266 4.442 0.312 0.033 0.271 -0.22
Cl 4.525 0.500 4.137 -0.356 -0.414 -0.212 -0.25
Cl 0.822 0.579 -0.009 0.452 0.496 1.294 1.27
Cl -0.638 2.976 4.947 -0.366 -0.540 0.454 -0.20
O -2.084 -1.288 1.227 -0.640 -0.805 0.768 -0.55
O 1.998 1.381 0.009 1.957 0.136 -0.698 -0.49
O 1.198 -7.123 -3.465 -1.581 0.732 0.316 -0.30
O 1.090 -0.820 0.082 0.709 -0.897 -0.065 -0.49
O 0.029 0.861 -1.108 -1.351 0.278 -3.623 -0.65
O 5.331 1.837 -2.629 -0.692 -1.030 -0.730 -0.54
O -4.293 1.622 -2.269 0.321 -1.488 0.577 -0.41
O 1.989 4.533 0.475 0.307 0.746 -0.362 -0.53
O -0.084 -4.948 0.924 -0.287 0.881 1.594 -0.44
O -3.113 7.914 -2.007 -0.282 -1.470 -0.419 -0.30
O 0.090 1.000 1.114 -1.879 0.057 3.283 -0.52
N -3.490 4.323 -1.265 0.067 -1.215 0.313 -0.35
N 2.013 -5.354 -1.282 0.939 -0.295 0.885 -0.19
C 0.554 -7.146 -4.731 0.601 0.330 0.045 -0.76
C 2.928 -6.283 -1.941 -1.665 0.414 -2.154 -0.59
C -1.844 1.814 4.310 0.423 -2.109 -1.095 -0.07
C 3.030 0.168 3.179 -0.896 -0.970 0.329 0.04
C 4.040 1.144 -2.469 0.825 1.037 1.066 -0.38
C 2.412 -6.439 -3.426 1.510 -0.047 0.229 -0.81
C 3.058 4.422 1.362 1.099 -1.298 1.246 -0.57
C 2.690 -1.351 2.948 0.542 1.211 -0.473 0.23
C 2.158 -5.276 0.210 -0.500 1.524 -2.651 -0.68
C -2.551 3.200 -1.520 -0.220 0.747 -0.446 -0.54
C 1.172 -4.239 0.734 -0.912 -1.182 0.585 -0.23
C -3.852 6.773 -1.477 1.555 -0.047 0.055 -0.55
C -3.065 2.309 -2.610 -1.262 -0.989 0.221 -0.50
C -3.274 9.126 -1.323 -1.101 -0.771 -0.065 -0.70
C -1.598 -2.117 2.282 1.529 0.498 0.135 -0.22
C -3.170 5.491 -2.055 0.063 1.418 1.184 -0.42
C -0.290 -5.463 2.258 0.250 -0.996 -1.404 -0.79
C -1.727 0.286 4.748 0.405 1.751 -0.188 0.20
C -4.172 0.738 -1.124 -0.352 1.086 0.425 -0.74
H 4.152 0.538 -1.569 -0.295 0.082 -0.011 0.13
H 2.790 3.709 2.141 -0.192 0.306 0.652 0.19
H -4.073 1.406 -0.269 0.440 -0.304 0.361 0.29
H 3.483 5.321 1.809 -1.055 0.571 -0.137 0.31
H -0.771 -1.619 2.787 0.260 0.368 0.064 -0.11
H 3.488 -1.811 2.365 -0.021 -0.239 0.295 0.45
H 0.508 -6.191 -5.254 0.369 0.536 0.313 0.32
H 1.987 -6.241 0.688 0.186 -0.024 0.283 0.29
H -2.113 5.701 -1.894 0.374 0.210 -0.622 0.31
H -3.415 -0.047 -1.107 0.698 0.465 -0.565 0.29
H 0.869 -3.392 0.118 0.784 -0.152 -0.443 0.37
H -1.540 1.757 3.265 -0.569 0.257 -0.235 -0.10
H -1.586 3.586 -1.850 0.322 0.127 -0.125 0.37
H -3.057 9.017 -0.260 0.399 0.130 0.175 0.30
H -0.564 -4.830 3.102 0.278 0.922 -0.408 0.30
H 3.983 3.956 1.022 0.026 -0.212 -1.194 0.26
H 3.063 -6.990 -4.104 0.893 -0.443 0.388 0.54
H -1.130 -6.148 2.144 0.131 -0.233 0.072 0.24
H 1.151 -7.792 -5.375 -0.414 -0.457 -0.293 0.30
H 3.899 -5.792 -2.017 0.309 -0.417 0.229 0.33
H 0.618 -6.013 2.505 -0.062 -0.243 0.449 0.35
H 2.961 -7.301 -1.552 0.235 -0.047 0.551 0.30
H 1.755 -1.479 2.402 0.218 0.589 -0.259 -0.39
H -2.863 2.180 4.440 0.300 0.109 0.091 0.41
H -1.120 -3.041 1.959 -0.587 -0.168 -0.465 0.17
H 2.188 0.572 3.740 0.216 0.273 0.023 0.16
H -5.062 0.159 -0.878 -0.614 0.395 -0.858 0.36
H -3.335 4.497 -0.282 -0.286 0.673 0.068 0.30
H 3.341 1.961 -2.285 -0.400 -0.498 0.005 0.17
H 3.696 0.486 -3.267 0.399 0.269 -0.348 0.34
H 3.156 -4.866 0.365 0.276 -0.457 0.246 0.37
H -3.382 5.386 -3.119 -0.065 -0.242 0.084 0.18
H 3.144 0.732 2.254 -0.144 -0.408 -0.098 -0.04
H -2.659 9.880 -1.815 -0.093 -0.063 0.172 0.22
H 1.603 -3.843 1.654 -0.440 0.066 0.420 0.15
H -0.500 -7.406 -4.630 0.299 -0.645 0.242 0.25
H -2.395 -0.409 4.240 -0.413 0.726 -0.150 0.11
H 5.579 1.714 -3.548 0.197 0.149 0.001 0.28
H -4.340 9.341 -1.393 -0.157 0.847 0.082 0.30
H -3.674 6.765 -0.402 0.089 -0.084 0.339 0.28
H -4.939 6.784 -1.567 -0.111 0.416 -0.672 0.39
H -1.343 -0.768 0.908 0.214 0.195 0.006 0.25
H -3.411 2.872 -3.477 0.494 0.224 -0.086 0.24
H 1.072 -5.398 -1.646 -0.103 -0.366 0.466 0.25
H 1.749 3.625 0.273 -0.207 -0.301 -0.238 0.30
H 2.470 -5.455 -3.891 -1.024 0.510 0.090 0.39
H -2.308 1.577 -2.890 0.157 -0.040 -0.113 0.31
H -0.739 -0.099 4.492 0.201 0.253 0.506 -0.12
H -2.314 2.662 -0.603 -0.310 -0.094 -0.022 0.37
H -2.266 -2.319 3.119 -0.804 0.028 -0.583 0.43
```
Positions in Å, forces in eV/Å.

Total charge   -1
HOMO level   -6.77 eV
DFT total energy   -3991.64849 a.u.
Molar mass   659.9 g mol⁻¹
Gap between HOMO and LUMO   9.20 eV
LUMO   0.089 Ha